This record from OMol25 describes 3 unconnected molecules or ions with the total composition C39H57Br2F5N2O8 at a distorted geometry. The level of theory is ωB97M-V/def2-TZVPD.

Calculated values
- HOMO-LUMO gap (alpha / beta) (Ha) = 0.317 / 0.356
- spin multiplicity = 3
- ⟨S²⟩ = 2.008
- charge = 0
- largest force on an atom (eV/Å) = 1.55
- HOMO level (alpha / beta) (eV) = -8.47 / -9.53

XYZ file:
```
113
C39H57Br2F5N2O8 (ωB97M-V/def2-TZVPD)
H 1.134 6.884 -8.096
H 1.700 -7.650 1.421
C 0.949 -2.764 6.480
O -1.743 5.688 -5.058
H -2.687 2.242 0.610
H -0.228 1.486 1.329
H 2.114 0.459 -0.206
H 0.014 -2.660 -0.236
C -1.465 4.764 -7.148
C -2.257 4.536 -8.446
N -2.121 5.799 -6.285
H 2.182 2.457 -1.322
C -3.303 -4.146 2.650
H 1.452 0.109 5.838
F 1.956 -2.049 4.137
H 4.939 -5.075 1.792
H -2.859 3.794 -0.189
O -1.486 0.104 -0.836
C 1.417 -3.912 5.484
C -2.031 2.265 -1.439
H -0.441 4.219 -0.013
C 0.789 -7.961 3.076
H -1.045 4.119 -2.118
H -0.504 -4.697 6.090
C 0.370 -3.377 3.055
H 0.849 -0.025 7.533
H 0.632 -0.409 0.182
H 2.533 0.305 7.200
O 0.983 -5.690 7.011
H -2.580 9.152 -5.958
H -0.039 7.656 -6.124
H -1.064 2.664 -7.085
H 1.703 -6.077 3.312
C -1.464 3.427 -6.417
H -3.607 7.844 -5.352
H -1.045 3.750 1.555
C 2.187 -5.174 7.352
C 0.698 -3.002 1.755
H -2.461 7.304 -8.909
H 0.580 5.091 -6.568
H 2.891 -1.813 6.178
C -0.264 -2.980 0.758
C 0.128 2.220 0.599
C 3.537 -5.598 5.453
H -1.971 8.056 -4.720
C 0.325 1.523 -0.749
C 2.038 -1.719 6.839
C 0.081 6.616 -7.999
H -3.313 4.374 -8.228
O 0.082 -8.811 3.519
F -3.536 -5.433 2.326
C -2.192 2.938 -0.074
H -4.092 2.446 -1.978
C -2.962 7.475 -7.959
N -1.002 1.181 -1.351
O 5.107 -7.073 3.877
C 5.703 -5.167 2.565
C -0.030 5.186 -7.472
H -2.314 -3.326 0.253
H 6.091 -4.186 2.825
F -3.576 -4.020 3.960
H 0.592 -3.228 7.394
C 1.157 2.408 -1.691
H -3.255 1.141 -2.831
C 0.110 -6.319 4.850
O 1.768 -8.264 2.163
H -3.735 0.936 -1.142
C -1.568 -3.357 1.035
H -0.844 3.437 -5.524
H 1.713 -2.720 1.508
H -0.342 6.684 -9.005
C -2.056 7.229 -6.735
H 6.499 -5.790 2.166
C -0.866 3.380 0.544
H -0.598 8.607 -7.489
H 4.017 -6.161 6.255
H -1.243 -4.027 4.320
C 1.106 0.233 -0.556
C -2.584 8.117 -5.615
H 1.100 2.569 0.955
C 1.661 -0.246 6.845
O 2.693 -5.368 8.410
C -0.938 -3.748 3.328
H -1.877 3.644 -8.944
C 1.526 -3.355 4.039
C -1.658 3.309 -2.509
H 1.181 1.983 -2.696
F -4.200 -3.409 1.979
H -2.176 5.350 -9.159
H -0.973 -6.336 4.731
H 0.078 -6.048 2.681
H -3.291 8.514 -7.966
C -3.357 1.650 -1.870
O 4.579 -5.037 4.654
H -1.127 2.855 -3.344
H 2.939 -6.318 4.905
C 0.452 -5.130 5.796
Br 2.756 -2.114 8.622
H 0.380 4.484 -8.202
C 5.117 -5.880 3.745
H -2.473 3.131 -6.126
Br -0.683 -1.852 5.873
H -3.853 6.848 -7.921
C -0.608 7.603 -7.058
H 3.520 -3.737 6.329
F 2.561 -3.986 3.403
C 2.732 -4.459 6.138
C -1.895 -3.741 2.329
H 0.330 -7.221 5.420
C 0.713 -6.492 3.451
H -2.550 3.783 -2.916
H 1.188 -0.320 -1.494
H 0.800 3.431 -1.761
```